*P*
C4H3NS | the ωB97M-V functional and the def2-TZVPD basis

The geometry in ORCA input format:
```
! RIJCOSX wB97M-V def2-TZVPD def2/J DEFGRID3
* xyz 0 1
C 1.04 0.13 -0.35
C 0.07 -0.06 -1.22
C 0.59 0.06 1.04
C -1.50 -0.18 0.27
N -0.66 -0.04 1.25
S -3.03 -0.19 -0.12
H 2.16 0.21 -0.58
H 0.17 0.16 -2.23
H 1.16 -0.09 1.95
*
```

Summary:
highest occupied orbital energy	-8.47	eV
gap between HOMO and LUMO	7.01	eV

From a natural (NBO) analysis of the wavefunction, the atomic charges in e read: -0.43, -0.17, 0.22, 0.10, -0.52, 0.17, 0.23, 0.19, 0.21

*Q*
C4H3NS | the ωB97M-V functional and the def2-TZVPD basis

The geometry in ORCA input format:
```
! RIJCOSX wB97M-V def2-TZVPD def2/J DEFGRID3
* xyz 0 1
C -0.62 -1.46 0.68
C 0.44 -1.45 1.48
C -0.29 -0.40 -0.09
C -0.73 0.77 -0.81
N 1.60 0.15 0.27
S 2.03 -0.86 1.33
H -1.31 1.31 -0.11
H -1.21 0.58 -1.71
H 0.09 1.36 -1.03
*
```

Summary:
highest occupied orbital energy (alpha / beta)	-8.49 / -8.49	eV
gap between HOMO and LUMO (alpha / beta)	7.40 / 7.22	eV

From a natural (NBO) analysis of the wavefunction, the atomic charges in e read: -0.28, -0.09, 0.27, -0.70, -0.77, 0.82, 0.23, 0.25, 0.26

Stability check: which of them is most stable? *P*.

*P*
C6H14NOP | the ωB97M-V functional and the def2-TZVPD basis

The geometry in ORCA input format:
```
! RIJCOSX wB97M-V def2-TZVPD def2/J DEFGRID3
* xyz 0 1
C -2.69 -0.72 0.55
C -3.31 -0.43 -0.85
C 3.30 1.11 0.63
C 1.95 0.88 0.11
C 1.70 -0.65 -0.15
C 0.45 -0.94 -0.68
N -1.76 0.36 0.82
O -2.85 0.83 -1.29
P -1.73 1.61 -0.37
H -3.33 -0.73 1.41
H -2.06 -1.64 0.42
H -2.87 -1.26 -1.55
H -4.45 -0.38 -1.01
H 4.02 0.78 -0.08
H 3.71 2.09 0.98
H 3.46 0.58 1.56
H 1.70 1.45 -0.75
H 1.18 1.15 0.81
H 2.48 -0.86 -0.82
H 2.05 -1.17 0.72
H 0.36 -0.78 -1.75
H -0.25 -1.66 -0.29
H -1.05 0.37 1.58
*
```

Summary:
highest occupied orbital energy (alpha / beta)	-7.59 / -6.12	eV
gap between HOMO and LUMO (alpha / beta)	8.31 / 6.69	eV

From a natural (NBO) analysis of the wavefunction, the atomic charges in e read: -0.25, -0.07, -0.62, -0.37, -0.49, -0.28, -0.97, -0.80, 0.93, 0.20, 0.19, 0.18, 0.20, 0.20, 0.22, 0.20, 0.21, 0.18, 0.21, 0.20, 0.17, 0.16, 0.42

*Q*
C6H14NOP | the ωB97M-V functional and the def2-TZVPD basis

The geometry in ORCA input format:
```
! RIJCOSX wB97M-V def2-TZVPD def2/J DEFGRID3
* xyz 0 1
C 2.87 0.78 -0.63
C 1.94 0.13 0.08
C 1.91 0.20 1.67
C 0.42 -1.97 -0.18
C -3.38 1.32 0.06
C 0.89 -0.57 -0.63
N -0.79 0.68 -0.56
O -2.48 -1.04 -0.80
P -2.04 0.02 0.40
H 2.86 0.85 -1.70
H 3.60 1.22 -0.09
H 2.24 -0.78 1.86
H 2.50 0.96 2.03
H 0.85 0.33 1.99
H 1.19 -2.38 0.47
H -0.52 -1.92 0.23
H 0.35 -2.69 -0.96
H -3.75 1.94 0.90
H -4.34 0.86 -0.19
H -3.02 1.97 -0.70
H 0.92 -0.52 -1.69
H -0.33 1.45 -0.06
H -1.90 -0.84 -1.52
*
```

Summary:
highest occupied orbital energy (alpha / beta)	-7.93 / -7.93	eV
gap between HOMO and LUMO (alpha / beta)	8.10 / 8.10	eV

From a natural (NBO) analysis of the wavefunction, the atomic charges in e read: -0.34, -0.05, -0.63, -0.66, -0.97, 0.07, -1.07, -0.99, 1.18, 0.20, 0.19, 0.22, 0.22, 0.22, 0.21, 0.24, 0.22, 0.22, 0.24, 0.23, 0.21, 0.36, 0.48

Stability check: which of them is most stable? *Q*.

*P*
C4H12N2O3 | the ωB97M-V functional and the def2-TZVPD basis

The geometry in ORCA input format:
```
! RIJCOSX wB97M-V def2-TZVPD def2/J DEFGRID3
* xyz 0 1
C 1.38 -1.73 0.04
O 0.82 -1.85 -1.27
C 0.56 -0.73 -1.93
C -0.05 -1.01 -3.28
O 0.79 0.37 -1.50
H 2.23 -1.04 0.02
H 1.69 -2.73 0.33
H 0.62 -1.35 0.73
H 0.46 -0.42 -4.04
H 0.02 -2.07 -3.51
H -1.10 -0.71 -3.26
N -0.38 2.05 0.71
C -0.30 1.22 1.85
N -0.85 1.87 2.99
O -0.92 -0.14 1.70
H 0.11 1.66 -0.09
H -1.33 2.30 0.47
H 0.74 0.95 2.05
H -1.79 2.19 2.83
H -0.86 1.22 3.77
H -1.83 -0.06 1.40
*
```

Summary:
highest occupied orbital energy	-9.25	eV
gap between HOMO and LUMO	10.03	eV
structure (SMILES)	COC(C)=O.NC(N)O

From a natural (NBO) analysis of the wavefunction, the atomic charges in e read: -0.28, -0.50, 0.81, -0.71, -0.64, 0.19, 0.19, 0.23, 0.24, 0.23, 0.24, -0.85, 0.37, -0.83, -0.79, 0.41, 0.35, 0.16, 0.35, 0.37, 0.46

*Q*
C4H12N2O3 | the ωB97M-V functional and the def2-TZVPD basis

The geometry in ORCA input format:
```
! RIJCOSX wB97M-V def2-TZVPD def2/J DEFGRID3
* xyz 0 1
C -0.41 -0.86 -0.11
C 0.23 0.55 0.04
C 0.64 1.01 -1.38
C -0.76 1.53 0.64
N -0.68 -1.59 1.24
N 1.44 0.53 0.86
O -1.63 -0.78 -0.79
O 0.42 -1.84 -0.60
O 1.61 0.20 -2.01
H -1.55 -1.40 -1.53
H 0.04 -2.38 0.51
H 1.43 -0.73 -1.81
H -0.29 -1.12 2.06
H -1.65 -1.83 1.40
H 2.12 -0.12 0.50
H 1.27 0.37 1.84
H -0.26 1.09 -2.00
H 1.07 2.01 -1.29
H -1.67 1.60 0.04
H -0.30 2.52 0.71
H -1.05 1.23 1.66
*
```

Summary:
highest occupied orbital energy	-9.26	eV
gap between HOMO and LUMO	9.80	eV

From a natural (NBO) analysis of the wavefunction, the atomic charges in e read: 0.65, 0.02, -0.06, -0.62, -0.87, -0.84, -0.74, -0.85, -0.74, 0.50, 0.50, 0.50, 0.39, 0.41, 0.39, 0.35, 0.17, 0.19, 0.23, 0.23, 0.20

Stability check: which of them is most stable? *P*.